Entry 1:
Density functional theory data (ωB97M-V/def2-TZVPD) for a structure of composition CH29O17Sn at a distorted geometry.

Summary:
net charge = +1
energy above the lowest of the compared OMol25 structures with the same formula, charge and spin = 28.74 kcal/mol
calculated total energy = -42139.788 eV
LUMO level = -0.23651 Eh
gap between HOMO and LUMO = 5.93 eV

Positions of all 48 atoms, in Å:
Sn: -3.22303 1.14388 0.21866
C: -0.33709 -0.14575 0.23020
O: -0.90740 0.38632 1.15147
O: 0.54713 0.60842 -0.43189
O: -0.61591 -1.33605 -0.04572
H: 0.75747 1.50767 -0.09461
O: -0.35316 -1.50778 -2.70593
H: -0.60832 -1.22194 -1.86238
H: 0.31324 -0.90435 -3.06300
O: -1.18263 -3.96101 0.61672
H: -2.04387 -3.85219 1.09206
H: -1.15807 -4.86283 0.39947
O: 3.11557 2.25849 1.07092
H: 2.49147 1.99797 1.72878
H: 3.82490 1.69893 1.38968
O: 0.96155 2.64765 -2.77008
H: 0.84046 1.77369 -3.22457
H: 0.14369 3.09831 -2.81756
O: 1.19676 -3.38228 -0.83930
H: 0.83893 -3.87731 -1.58287
H: 0.43437 -2.96924 -0.43203
O: 2.71255 -0.70275 -1.60934
H: 2.86814 -1.36283 -0.98468
H: 2.15710 -0.16947 -1.07349
O: 0.81764 1.56121 2.75212
H: 0.14391 1.19394 2.16633
H: 0.44243 1.45138 3.61944
O: -2.33183 -3.87057 -1.79227
H: -1.68258 -4.29427 -2.35804
H: -1.94936 -3.78918 -0.93342
O: -1.71226 3.17221 0.52961
H: -2.16991 3.99285 0.49860
H: -0.83408 3.41116 0.23906
O: -3.12243 -1.43450 0.00160
H: -2.15692 -1.42657 -0.07095
H: -3.48013 -1.56916 -0.86250
O: 3.43756 2.34724 -1.51231
H: 4.02301 3.06441 -1.47641
H: 3.09104 2.07324 -0.64863
O: -2.77416 1.32908 2.97329
H: -3.64369 1.49423 3.34167
H: -2.38642 0.75361 3.62576
O: -0.00945 -2.22924 2.63759
H: 0.76345 -1.90693 2.25119
H: -0.60965 -2.36610 1.91193
O: 0.84783 3.22212 -0.15773
H: 1.09431 2.95971 -1.05060
H: 1.42785 3.99459 -0.04584

Entry 2:
Density functional theory data (ωB97M-V/def2-TZVPD) for the molecule CH2BF3 at a distorted geometry.

Summary:
energy above the lowest of the compared OMol25 structures with the same formula, charge and spin = 16.89 kcal/mol
2S+1 = 3
calculated total energy = -9892.324 eV
LUMO level (alpha / beta) = 0.02976 / -0.18745 Eh
gap between HOMO and LUMO (alpha / beta) = 8.30 / 8.10 eV

Positions of all 7 atoms, in Å:
B: -0.28956 0.08511 -0.02282
C: -1.95623 0.00910 -0.02159
F: -2.39960 1.15908 0.55309
F: -2.39071 -0.18400 -1.25120
F: -2.62252 -0.92746 0.64599
H: 0.14284 -0.89183 -0.39092
H: -0.11049 1.13295 0.40580

Entry 3:
Density functional theory data (ωB97M-V/def2-TZVPD) for a structure of composition CH2Br2N2O at a distorted geometry.

Summary:
energy above the lowest of the compared OMol25 structures with the same formula, charge and spin = 86.41 kcal/mol
calculated total energy = -146177.033 eV
LUMO level = -0.00573 Eh
gap between HOMO and LUMO = 8.32 eV

Positions of all 8 atoms, in Å:
C: 0.52123 -0.13800 0.14796
N: 0.97011 0.87050 -0.30936
N: -3.21852 0.43511 -0.74612
O: 0.20039 -1.23346 0.37286
Br: -2.35299 1.83652 0.14218
Br: -3.02162 -1.11789 -0.02239
H: -1.57000 -1.22192 -0.37331
H: 0.52924 1.70677 -0.51174

Entry 4:
Density functional theory data (ωB97M-V/def2-TZVPD) for a cluster of 2 separate species, CH2BrCl2P in total at a distorted geometry.

Summary:
energy above the lowest of the compared OMol25 structures with the same formula, charge and spin = 53.34 kcal/mol
calculated total energy = -105444.337 eV
LUMO level (alpha / beta) = -0.10280 / -0.10266 Eh
gap between HOMO and LUMO (alpha / beta) = 6.99 / 6.99 eV

Positions of all 7 atoms, in Å:
C: -0.23696 0.97038 0.71551
P: 0.18912 2.45117 -0.24602
Cl: 0.95222 3.26183 1.43303
Cl: 1.84049 1.65343 -1.11946
Br: -2.80824 0.53090 -0.55359
H: 0.17876 0.07548 0.56286
H: -0.90014 1.15692 1.54835

Entry 5:
Density functional theory data (ωB97M-V/def2-TZVPD) for the molecule CH2BrClO at a distorted geometry.

Summary:
energy above the lowest of the compared OMol25 structures with the same formula, charge and spin = 7.91 kcal/mol
calculated total energy = -85680.950 eV
LUMO level = 0.02511 Eh
gap between HOMO and LUMO = 11.34 eV
SMILES = O[C@H](Cl)Br

Positions of all 6 atoms, in Å:
C: 0.10695 -0.23224 0.35249
O: -0.93218 -0.04444 -0.71730
Cl: 0.13255 1.26548 1.10350
Br: 1.72397 -0.81505 -0.46650
H: -0.40398 -0.86192 0.95728
H: -0.62730 0.68817 -1.22947

Entry 6:
Density functional theory data (ωB97M-V/def2-TZVPD) for the molecule CH2BrNO at a distorted geometry.

Summary:
energy above the lowest of the compared OMol25 structures with the same formula, charge and spin = 8.27 kcal/mol
calculated total energy = -74649.253 eV
LUMO level = -0.00613 Eh
gap between HOMO and LUMO = 9.75 eV
SMILES = NC(=O)Br

Positions of all 6 atoms, in Å:
C: 0.30877 0.47035 -0.12897
N: -0.76765 -0.31253 -0.07713
O: 0.53821 1.62319 -0.04806
Br: 2.26301 -0.79241 -0.03252
H: -1.51310 0.33702 0.15422
H: -0.82924 -1.32562 0.13247

Entry 7:
Density functional theory data (ωB97M-V/def2-TZVPD) for the molecule CH2BrNO at a distorted geometry.

Summary:
energy above the lowest of the compared OMol25 structures with the same formula, charge and spin = 1.00 kcal/mol
calculated total energy = -74649.568 eV
LUMO level = 0.02405 Eh
gap between HOMO and LUMO = 11.47 eV
SMILES = NC(=O)Br

Positions of all 6 atoms, in Å:
C: -0.30695 0.60073 0.12102
N: 0.06804 -0.80418 0.17398
O: -0.40199 1.32577 1.03079
Br: -0.51819 0.93944 -1.70079
H: 0.65627 -1.02980 1.02034
H: 0.50282 -1.03195 -0.64534

Entry 8:
Density functional theory data (ωB97M-V/def2-TZVPD) for a cluster of 2 separate species, CH2BrNO4 in total at a distorted geometry.

Summary:
energy above the lowest of the compared OMol25 structures with the same formula, charge and spin = 98.00 kcal/mol
calculated total energy = -80785.788 eV
LUMO level = -0.04933 Eh
gap between HOMO and LUMO = 8.95 eV

Positions of all 9 atoms, in Å:
C: 0.40867 0.24609 0.93890
N: 1.72116 0.23870 0.00928
O: 2.26330 1.29095 -0.15060
O: 2.11216 -0.88777 -0.36595
O: -0.09732 -0.88619 1.27242
O: -0.72365 0.56053 -0.82636
Br: 0.22203 1.68515 2.15909
H: 0.43055 -1.60701 0.83398
H: -1.68019 0.44363 -0.47722

Entry 9:
Density functional theory data (ωB97M-V/def2-TZVPD) for the molecule CH2BrNO4 at a distorted geometry.

Summary:
energy above the lowest of the compared OMol25 structures with the same formula, charge and spin = 44.99 kcal/mol
calculated total energy = -80788.087 eV
LUMO level = -0.01482 Eh
gap between HOMO and LUMO = 10.29 eV
SMILES = O=[N+]([O-])C(O)(O)Br

Positions of all 9 atoms, in Å:
C: -0.00319 -0.46348 -0.03319
N: -0.39086 1.07463 0.04788
O: 0.15951 1.61580 0.99470
O: -1.05454 1.66522 -0.78434
O: 0.66353 -0.82253 1.03392
O: 0.52139 -0.49663 -1.28374
Br: -1.86686 -1.22981 0.09803
H: 1.02294 0.06201 1.57640
H: 0.94807 -1.40520 -1.64967

Entry 10:
Density functional theory data (ωB97M-V/def2-TZVPD) for a cluster of 2 separate species, CH2BrNO4 in total at a distorted geometry.

Summary:
energy above the lowest of the compared OMol25 structures with the same formula, charge and spin = 103.30 kcal/mol
calculated total energy = -80785.559 eV
LUMO level (alpha / beta) = -0.04724 / -0.04724 Eh
gap between HOMO and LUMO (alpha / beta) = 9.08 / 9.08 eV

Positions of all 9 atoms, in Å:
C: -0.41498 -0.37030 0.40309
N: 0.08737 0.97811 -0.06704
O: -0.59847 1.45860 -0.92883
O: 1.02621 1.46930 0.60857
O: -0.00435 -0.92191 1.53415
O: 0.82878 -0.83685 -1.22445
Br: -2.06217 -0.68405 -0.22818
H: 0.84884 -0.62600 1.91995
H: 0.28878 -0.46689 -2.01726

Entry 11:
Density functional theory data (ωB97M-V/def2-TZVPD) for a structure of composition CH2CaO3S at a distorted geometry.

Summary:
net charge = +2
calculated total energy = -36467.618 eV
LUMO level = -0.37969 Eh
gap between HOMO and LUMO = 8.13 eV

Positions of all 8 atoms, in Å:
O: 0.91781 -1.10982 0.69370
C: 0.59023 -0.10394 0.13037
O: 1.09957 1.07541 0.15808
O: -0.53738 -0.21463 -0.72616
S: -1.95440 0.23194 0.22346
H: 2.07050 1.05544 0.19076
H: -1.65505 1.47759 0.66188
Ca: -0.53128 -2.41197 -1.33209

Entry 12:
Density functional theory data (ωB97M-V/def2-TZVPD) for a structure of composition CH2Cl2O3 at a distorted geometry.

Summary:
energy above the lowest of the compared OMol25 structures with the same formula, charge and spin = 107.33 kcal/mol
calculated total energy = -32250.824 eV
LUMO level = -0.04488 Eh
gap between HOMO and LUMO = 8.99 eV

Positions of all 8 atoms, in Å:
C: 0.84741 0.06292 -0.82992
O: 0.07632 -0.63026 -1.40203
O: -1.52512 -0.56631 0.35821
O: 0.97581 0.24959 0.43823
Cl: -1.49585 -0.33365 2.07440
Cl: 2.23255 1.34887 0.94819
H: 1.59001 0.72805 -1.46879
H: -2.70113 -0.85922 -0.11830

Entry 13:
Density functional theory data (ωB97M-V/def2-TZVPD) for a structure of composition CH2Cl2O3S at a distorted geometry.

Summary:
energy above the lowest of the compared OMol25 structures with the same formula, charge and spin = 30.33 kcal/mol
calculated total energy = -43087.618 eV
LUMO level = -0.02193 Eh
gap between HOMO and LUMO = 9.41 eV

Positions of all 9 atoms, in Å:
C: 0.23833 -0.53832 -0.23146
O: 2.00267 2.08819 -0.55613
O: 2.71397 -0.02262 -1.68337
O: 2.98965 0.27045 0.77232
S: 2.17353 0.70846 -0.59998
Cl: -0.07377 -1.32220 -1.72084
Cl: 3.27802 -1.25614 1.16386
H: -0.63694 0.08006 0.26537
H: 0.87507 -1.18304 0.41921

Entry 14:
Density functional theory data (ωB97M-V/def2-TZVPD) for a cluster of 2 separate species, CH2Cl2S2 in total at a distorted geometry.

Summary:
energy above the lowest of the compared OMol25 structures with the same formula, charge and spin = 12.89 kcal/mol
calculated total energy = -47783.744 eV
LUMO level = -0.03490 Eh
gap between HOMO and LUMO = 8.80 eV
SMILES = S=C(Cl)Cl.S

Positions of all 7 atoms, in Å:
C: -2.90878 2.57183 2.57227
S: 0.75738 0.64770 -0.37763
S: -3.91871 2.95311 1.41042
Cl: -3.23986 1.37582 3.78396
Cl: -1.31191 3.20264 2.72502
H: 1.59356 0.19268 0.48878
H: 0.58579 1.51551 0.57989

Entry 15:
Density functional theory data (ωB97M-V/def2-TZVPD) for a cluster of 2 separate species, CH2Cl3P in total at a distorted geometry.

Summary:
energy above the lowest of the compared OMol25 structures with the same formula, charge and spin = 37.51 kcal/mol
calculated total energy = -47923.939 eV
LUMO level (alpha / beta) = -0.04744 / -0.01399 Eh
gap between HOMO and LUMO (alpha / beta) = 7.60 / 8.06 eV

Positions of all 7 atoms, in Å:
C: -0.41190 -0.31424 -0.86514
P: 1.32736 2.50507 -0.13860
Cl: 1.78183 2.52802 1.88613
Cl: 3.11229 2.68233 -0.99833
Cl: -0.01409 -1.93115 -1.23068
H: -1.04180 -0.20587 0.04604
H: -0.68474 0.21658 -1.71778

Entry 16:
Density functional theory data (ωB97M-V/def2-TZVPD) for the molecule CH2Cl4OP2 at a distorted geometry.

Summary:
energy above the lowest of the compared OMol25 structures with the same formula, charge and spin = 25.36 kcal/mol
2S+1 = 3
calculated total energy = -71783.133 eV
LUMO level (alpha / beta) = 0.01323 / -0.08215 Eh
gap between HOMO and LUMO (alpha / beta) = 5.76 / 8.32 eV

Positions of all 10 atoms, in Å:
C: 1.96880 0.09231 0.36191
O: -0.38433 0.47638 -0.09263
P: 0.59732 -0.72043 -0.13280
P: -1.86450 0.87799 -0.76957
Cl: 0.08265 -1.91089 1.34573
Cl: -0.17208 -1.63537 -1.77570
Cl: -2.97884 -0.56880 0.21646
Cl: -2.19665 2.48877 0.42473
H: 1.93104 1.11804 -0.19733
H: 3.01658 -0.21799 0.61920

Entry 17:
Density functional theory data (ωB97M-V/def2-TZVPD) for the molecule CH2Cl4Si at a distorted geometry.

Summary:
energy above the lowest of the compared OMol25 structures with the same formula, charge and spin = 19.19 kcal/mol
calculated total energy = -59040.725 eV
LUMO level = 0.00886 Eh
gap between HOMO and LUMO = 11.08 eV
SMILES = ClC[Si](Cl)(Cl)Cl

Positions of all 8 atoms, in Å:
C: -0.05431 0.24501 -1.55411
Si: 1.29046 -1.14388 -1.68658
Cl: 0.38066 1.34712 -0.12186
Cl: 3.08969 -0.50474 -2.17570
Cl: 0.62552 -2.36190 -3.47369
Cl: 1.19265 -2.01624 0.10307
H: -1.10671 -0.02606 -1.13107
H: -0.10060 0.72810 -2.51787

Entry 18:
Density functional theory data (ωB97M-V/def2-TZVPD) for a cluster of 2 separate species, CH2ClFO in total at a distorted geometry.

Summary:
energy above the lowest of the compared OMol25 structures with the same formula, charge and spin = 58.64 kcal/mol
calculated total energy = -18353.966 eV
LUMO level = -0.00781 Eh
gap between HOMO and LUMO = 9.66 eV

Positions of all 6 atoms, in Å:
C: -0.50305 0.28441 -1.55550
O: 0.68544 -0.00619 1.39033
F: -1.28051 1.31817 -1.45451
Cl: -1.24731 -1.10750 -0.99892
H: 0.90109 -0.82378 1.75236
H: 1.44434 0.33489 0.86623

Entry 19:
Density functional theory data (ωB97M-V/def2-TZVPD) for a cluster of 2 separate species, CH2ClFP2 in total at a distorted geometry.

Summary:
energy above the lowest of the compared OMol25 structures with the same formula, charge and spin = 34.48 kcal/mol
calculated total energy = -34885.077 eV
LUMO level = -0.02185 Eh
gap between HOMO and LUMO = 9.32 eV

Positions of all 7 atoms, in Å:
C: -0.42258 -0.41197 0.41159
F: -1.38377 1.02801 -1.69062
P: 0.89129 -0.55971 -0.85904
P: -0.31767 1.24215 -0.44585
Cl: 0.04953 -0.48237 2.15360
H: -1.24562 -1.11430 0.45940
H: 2.42884 0.29819 -0.02908

Entry 20:
Density functional theory data (ωB97M-V/def2-TZVPD) for a structure of composition CH2ClFP2 at a distorted geometry.

Summary:
energy above the lowest of the compared OMol25 structures with the same formula, charge and spin = 13.71 kcal/mol
2S+1 = 3
calculated total energy = -34882.965 eV
LUMO level (alpha / beta) = -0.01061 / -0.08970 Eh
gap between HOMO and LUMO (alpha / beta) = 6.68 / 7.06 eV

Positions of all 7 atoms, in Å:
C: -1.58384 0.47561 0.01920
F: 2.01859 -0.67366 1.17653
P: -0.78814 -0.93743 -0.33630
P: 1.75661 -0.04209 -0.30980
Cl: -3.31424 0.40884 0.07745
H: -1.17663 1.44840 0.24545
H: 3.08766 -0.67968 -0.87253